Record 1
A structure of composition C50H51CaN2O2P2S2Te, computed with ωB97M-V/def2-TZVPD.

Structure (XYZ):
```
111
Properties=species:S:1:pos:R:3:forces:R:3:mulliken_charge:R:1
H -1.26170 1.05408 -4.22639 0.0174 -0.0244 -0.0010 0.37
C -0.01233 3.69330 -2.28671 0.0355 -0.0253 0.0112 -0.84
H 3.26565 2.14146 4.03079 -0.0165 -0.0002 -0.0070 0.42
C -6.73584 0.29026 0.66553 0.0066 0.0908 -0.0110 -0.39
H -3.29217 3.03678 -2.02190 -0.0343 -0.0434 -0.0142 0.10
C -4.60896 -0.70629 1.13520 -0.0197 -0.0067 -0.0186 0.07
H -1.30733 -1.37059 -3.88766 -0.0128 0.0349 -0.0330 0.26
C -2.62427 4.08149 1.62116 0.0171 0.0143 0.0571 -0.68
H 4.93075 -0.81004 1.17800 0.0311 -0.0254 -0.0111 0.25
H 2.63467 1.69875 -4.25973 0.0088 0.0024 -0.0119 0.47
H -2.98494 1.14279 -4.59840 0.0218 0.0108 -0.0052 0.58
S 4.14097 1.24713 -0.79084 -0.0956 -0.0150 -0.0371 0.05
C 2.96445 2.54131 3.05803 0.0206 0.0672 0.0554 -1.33
P -0.69995 -2.34083 -0.45940 -0.1339 0.2780 -0.0633 0.82
C 0.86827 4.35622 -3.13177 0.0544 -0.0081 -0.0403 -0.70
H 9.17455 -0.81049 0.54282 0.0155 -0.0034 -0.0028 0.36
H -7.33777 1.16312 0.42933 -0.0049 -0.0117 0.0014 0.38
C 6.78830 0.99270 -1.07684 -0.0102 -0.0201 -0.1470 -0.61
H -4.90391 1.39566 0.74689 0.0647 0.0523 -0.0102 0.28
H -0.66328 -5.17742 -4.59112 0.0066 -0.0020 -0.0110 0.43
H 7.15859 -1.62533 1.74586 -0.0067 0.0004 0.0064 0.37
N -1.68187 0.05153 -1.60691 -0.1504 0.0028 -0.1959 2.25
H -4.27314 -0.79691 -1.79190 -0.0209 -0.0024 -0.0014 0.12
C -2.07178 2.68440 -0.28034 0.0168 0.0572 -0.0100 0.64
C 3.47961 -1.04355 5.50986 0.1180 -0.0675 -0.0214 -0.55
P -0.91248 1.38647 -0.88976 -0.0452 -0.2915 -0.1251 -0.01
H 1.25032 -3.96060 -5.58571 -0.0056 0.0055 -0.0029 0.38
C -1.88762 -5.64022 1.64410 0.0413 -0.0240 0.0459 -0.61
C 3.59111 2.37488 0.57828 0.2567 0.0375 0.0519 -0.59
H -4.67798 4.74516 -0.97994 -0.0079 0.0018 0.0000 0.43
C -3.64925 4.67601 0.90272 -0.0299 0.0406 0.0059 -0.68
H 2.30226 -2.09438 -4.32337 0.0018 -0.0122 -0.0297 0.48
H 3.71907 -1.33826 7.63850 0.0086 -0.0059 0.0008 0.36
C 0.04534 2.30813 -2.15240 -0.1282 0.0466 -0.0336 1.29
O 0.60846 0.21597 2.31528 0.1071 0.0271 0.3961 -0.75
C 7.05445 -0.88634 0.95839 -0.0563 -0.1130 0.1294 -0.43
C -6.65973 -1.93775 1.05582 0.0084 -0.0808 0.0140 -0.54
C -5.36634 0.42188 0.84314 -0.0709 -0.0550 0.0331 -0.05
C -4.04990 0.07679 -2.40284 0.0973 0.0228 -0.0329 -1.43
C 5.61771 0.53948 -0.39176 -0.0081 0.0443 0.0434 0.70
H -1.54782 -4.51986 -2.40628 0.0019 0.0001 0.0237 0.33
H -2.43658 4.36806 2.64812 0.0003 0.0068 0.0029 0.44
H -4.65023 -5.31235 -0.28425 -0.0044 -0.0091 0.0038 0.43
H -3.36686 -3.34020 -1.07360 -0.0054 0.0106 -0.0277 0.45
C 2.72963 -0.50633 4.49121 0.0106 0.0830 -0.1303 -0.62
H -1.47744 -6.25858 2.43257 -0.0140 -0.0102 -0.0001 0.40
H 1.04514 3.36039 3.60559 -0.0016 -0.0144 0.0197 0.56
C 5.79678 -0.42616 0.65347 -0.1655 0.0359 0.1033 -0.78
C -1.85151 3.09346 1.03334 -0.0064 -0.0924 0.0366 -0.42
H 1.07307 2.68461 1.97324 -0.0210 0.0364 -0.0383 -0.15
Ca 1.14171 -0.32370 0.34488 -0.1909 -0.1032 0.2232 2.32
C -3.88248 4.28457 -0.40745 -0.0331 0.0111 -0.0095 -0.90
H 2.50867 4.16413 -4.50210 0.0033 0.0055 -0.0030 0.38
H -3.70612 -6.76401 1.48593 -0.0033 -0.0049 -0.0011 0.38
C -0.13945 -2.92315 -2.10997 -0.0338 -0.0307 0.0459 0.37
H 4.27732 3.22393 0.51521 -0.0650 0.0321 -0.0080 0.64
C -1.16067 -4.55630 1.17255 0.0421 -0.0065 -0.0217 -0.60
H 0.23013 0.84808 6.41482 -0.0239 0.0082 0.0013 0.35
H -1.09155 2.59143 1.61833 0.0215 -0.0094 0.0046 0.28
H 3.24008 0.73545 1.92707 -0.0761 0.0121 -0.0094 -0.74
H 0.81003 5.43378 -3.22246 0.0119 0.0054 -0.0121 0.42
H 1.08141 0.52715 -2.78937 -0.0618 0.0342 0.0355 0.51
C -3.13770 -5.91996 1.11524 -0.0241 -0.0652 0.0356 -0.57
H -4.76335 -2.82981 1.49009 0.0436 0.0059 0.0048 0.48
C 1.53284 0.22670 4.78971 -0.0039 0.0398 0.0391 0.87
C 1.44648 2.55139 2.99112 0.0984 0.0362 0.0818 -0.11
C -3.09612 3.30443 -0.99524 0.0427 -0.0491 -0.0066 0.00
C -2.57457 0.04000 -2.81970 -0.0558 0.0936 0.0591 2.07
H 2.59382 2.73011 0.29793 -0.0674 -0.0690 -0.0409 0.11
S 0.57844 1.02977 3.65698 -0.0511 0.0075 -0.1233 -0.04
H -0.74323 4.26503 -1.72971 0.0115 -0.0146 -0.0026 0.30
H -2.96676 -1.24809 -4.49609 -0.0319 0.0042 -0.0093 0.64
N -7.38901 -0.86411 0.76197 -0.0917 -0.0070 -0.0114 -0.70
H -4.26541 5.43925 1.36103 -0.0068 0.0009 0.0016 0.35
C 1.91470 -0.22609 7.15001 -0.0733 0.0275 0.0750 -0.47
H -2.29062 2.16995 -3.35111 -0.0064 -0.0484 0.0159 0.18
C -2.35107 -1.25804 -3.59395 -0.0210 0.0077 0.0064 -1.82
C 0.86282 -3.66861 -4.61766 0.0585 0.0441 -0.0216 -0.61
O 3.01408 0.17111 -0.57766 0.1688 0.0607 -0.1841 -1.16
C -0.20815 -4.35160 -4.05819 -0.0088 -0.0095 -0.0234 -0.80
C 3.11331 -0.91135 6.85156 0.0243 -0.0029 0.0248 -0.63
H -2.63821 -2.11651 -2.99141 -0.0091 0.0017 0.0125 0.10
C -2.25216 1.17482 -3.78910 -0.0531 0.0527 -0.0493 -2.06
H -7.20196 -2.87511 1.14041 -0.0072 0.0073 -0.0008 0.38
C -0.70532 -3.98109 -2.81900 0.0265 -0.0090 0.0157 -0.23
H -4.29482 0.95601 -1.81347 0.0247 0.1669 0.0632 0.15
C -1.67988 -3.74139 0.17435 0.0098 -0.0523 -0.0479 0.67
H 6.68634 1.72693 -1.86790 -0.0140 0.0153 -0.0222 0.31
H -4.68705 0.06926 -3.29008 -0.0063 -0.0180 -0.0207 0.56
C -2.94535 -4.01836 -0.34158 0.0380 0.0250 0.0872 -0.55
Te -2.49868 -0.54757 1.35085 -0.1380 -0.0477 -0.3258 0.09
C 1.14578 0.32467 6.16457 -0.0978 -0.0152 -0.0153 -0.78
C 1.88615 2.26307 -3.71896 0.0186 0.0995 -0.0132 -0.52
C -3.66644 -5.10773 0.12098 -0.0349 0.0453 -0.0466 -0.85
H 1.58857 -0.13389 8.18009 0.0040 -0.0057 -0.0017 0.33
H 8.88832 0.87192 -1.28994 -0.0080 -0.0059 0.0003 0.33
H 3.02701 -0.66439 3.46351 -0.0040 -0.0058 -0.0009 0.19
C 8.19317 -0.44010 0.28258 0.0515 -0.0248 0.0396 -0.64
C -2.00055 -1.05127 -0.68080 0.5686 -0.1172 0.4011 -1.88
C 1.01048 1.60555 -2.87502 0.0313 -0.0273 -0.0465 -0.86
C 0.95863 -2.27084 -2.66898 0.0429 -0.0202 -0.0874 -0.08
C 1.44971 -2.62397 -3.91723 -0.0364 -0.0488 -0.0249 -0.74
C 3.65643 1.74265 1.95577 0.1107 -0.1291 0.0979 0.44
H 3.32630 3.57602 3.02989 -0.0198 -0.0127 -0.0259 0.55
C -5.28721 -1.91318 1.25379 -0.0324 -0.0058 -0.0166 -0.10
H 4.37855 -1.59471 5.25351 -0.0037 0.0016 0.0038 0.39
C 1.81744 3.64584 -3.85002 0.0052 -0.0104 -0.0077 -0.79
C 8.02308 0.50920 -0.74522 0.0894 0.1262 -0.1526 -0.43
H -0.19006 -4.32817 1.59664 0.0101 0.0041 -0.0110 0.40
H 4.70659 1.60588 2.22433 -0.0210 0.0085 -0.0322 0.55
H 1.47940 -1.47473 -2.14377 -0.0346 -0.0603 0.0931 0.29
```
Positions in Å, forces in eV/Å.

Its HOMO energy (spin up / spin down) is -0.076 / -0.074 hartree. Its total charge is -1.



Record 2
A cluster of 2 separate species, C5H7FN2 in total, computed with ωB97M-V/def2-TZVPD.

Structure (XYZ):
```
15
Properties=species:S:1:pos:R:3:forces:R:3:mulliken_charge:R:1
H 0.09628 1.06064 -2.74703 0.5217 0.8300 -0.6244 0.28
C -0.74358 -1.47215 0.63772 1.5400 -1.0702 -2.2080 -0.83
H 1.74508 2.27768 1.81477 -0.7168 -1.2504 -0.6763 0.34
C -0.30675 0.17552 -2.34366 0.7080 0.6986 4.9123 -0.25
H -0.19407 -2.44086 0.25568 -0.1555 2.1001 0.9173 0.22
H 0.36202 0.17799 2.70856 0.0192 -0.7327 1.7787 0.35
N -0.04665 -0.20094 0.68184 0.9403 -0.4481 -0.8102 0.16
C 1.20107 1.46682 1.24575 2.3295 3.4933 -0.2550 -0.24
N 1.00612 1.64821 -0.13985 -1.0640 -2.1160 1.6004 -0.58
C 0.66976 0.35268 1.73559 -1.3081 -0.2427 -0.7119 -0.42
H -1.03662 -1.61725 1.62042 -1.1437 -0.7540 1.6606 0.34
C 0.24545 0.58820 -0.35973 -0.7627 0.0022 -5.4791 0.21
F -1.64057 0.13119 -2.46794 -0.3108 -0.2240 -0.0277 -0.24
H 0.17402 -0.75457 -2.55206 0.1619 -0.4985 -0.2674 0.31
H -1.53156 -1.39317 -0.09005 -0.7591 0.2123 0.1908 0.34
```
Positions in Å, forces in eV/Å.

Its HOMO energy is -0.330 hartree.



Record 3
A cluster of 2 separate species, C3H8ClN2 in total, computed with ωB97M-V/def2-TZVPD.

Structure (XYZ):
```
14
Properties=species:S:1:pos:R:3:forces:R:3:mulliken_charge:R:1
H 2.30195 -0.97367 -0.43754 -1.0527 0.1400 1.1411 0.27
H -2.12302 -1.97100 -1.21378 0.3586 2.5291 0.6021 0.31
H 2.22966 -0.52261 1.25991 0.9885 0.1989 1.5487 0.38
C -2.15681 -0.08499 -0.20191 -0.0523 1.1105 0.9275 0.27
N -1.85224 -0.92063 -1.12893 1.4637 -0.6117 -1.7040 -0.25
H -1.77906 1.03464 -0.19769 -0.6527 -2.6235 -0.2260 0.30
H 0.86732 -1.37437 0.59915 -0.3087 -0.7363 0.0939 0.25
N 0.98069 0.55446 -0.00011 -1.2486 -1.0149 -0.4504 -0.29
H 0.71641 2.41438 0.07469 -0.9600 2.3057 -0.5412 0.26
C 1.61805 -0.63470 0.42015 1.3360 -0.8517 -2.4910 -0.84
H 2.14101 1.94944 1.10557 -0.1050 -0.5780 0.1070 0.25
Cl -3.11883 -0.56674 1.11883 0.5564 0.3833 -0.8889 -0.01
H -1.13328 -0.56496 -1.84999 -1.4516 -0.7550 1.3431 0.35
C 1.30814 1.66076 0.45163 1.1283 0.5035 0.5382 -0.26
```
Positions in Å, forces in eV/Å.

Its HOMO energy is -0.495 hartree. Its total charge is +1.



Record 4
A structure of composition C30H29BrCl5N2ORuSb2, computed with ωB97M-V/def2-TZVPD.

Structure (XYZ):
```
71
Properties=species:S:1:pos:R:3:forces:R:3:mulliken_spin:R:1
C 12.00933 7.64696 13.36689 -0.8687 1.0764 -0.9019 0.11
C 7.87448 9.55847 10.12198 0.3955 -0.8288 -0.1557 0.04
Cl 9.66502 7.00624 6.84339 -0.0251 0.0901 -0.1354 0.09
Br 15.08705 5.29410 14.60765 -0.0772 0.1551 -0.1354 0.11
C 10.11974 13.45827 9.56385 0.5430 0.1344 -0.3278 0.16
H 8.54375 12.33962 10.51678 -0.4570 0.2212 -0.0643 0.00
H 8.40215 15.08770 16.20150 0.0926 0.0879 0.1339 0.00
H 8.39641 7.44139 15.92600 -0.2846 -0.0780 0.3550 0.00
N 10.33904 11.65728 11.12157 0.6968 -0.0825 0.0301 0.07
C 6.18634 12.36326 12.51518 -0.3553 0.1227 0.1965 0.00
H 15.85960 7.68267 13.05160 -0.0215 0.0498 0.1405 0.00
C 8.98419 7.97063 8.03797 -0.0364 -0.2133 1.0160 0.30
H 9.21590 9.98047 17.97647 0.0695 -0.0042 -0.2903 0.00
C 12.62678 8.76972 12.70444 -0.1860 0.3808 0.4696 0.18
C 8.97088 14.30633 16.69475 0.4557 0.4214 -0.1537 0.00
C 12.48887 10.75900 11.52543 -0.4231 0.1577 0.2648 0.31
C 12.29582 12.67805 10.08109 0.1974 0.6318 -0.4112 0.18
H 10.93326 7.61566 13.31928 -0.0671 0.0062 0.1636 0.03
Cl 8.63160 7.89522 12.06142 0.1204 -0.0878 -0.0078 0.03
C 10.14707 14.61109 17.38612 -0.3528 0.0806 0.1706 0.00
Sb 9.90111 9.57829 15.42714 -0.0381 0.0678 -0.5318 -0.03
C 12.70825 6.65442 13.91809 0.4418 -0.9165 0.4449 0.00
O 7.48145 10.23484 11.05567 -0.3389 0.9486 0.5507 0.28
C 14.11685 6.66469 13.82296 0.3500 -0.2018 0.3733 0.30
C 8.27408 9.15310 7.74255 0.3003 -0.0940 -0.1901 -0.08
Cl 8.16088 9.61953 6.13074 -0.1865 0.2876 -0.7927 -0.01
H 5.49280 13.07522 12.94688 -0.0960 0.1243 0.1452 0.00
H 11.96357 14.34853 8.78462 -0.2092 -0.0757 0.1154 0.00
C 8.53733 13.00085 16.54886 -0.2699 -0.5033 -0.5031 0.00
C 7.34844 12.69698 15.64006 -0.0296 0.3080 1.0420 0.00
C 7.74214 9.93383 8.73103 -0.3275 0.1110 0.2095 0.21
C 14.07601 8.72474 12.61311 -0.8164 0.3146 -0.3597 0.16
H 6.43022 12.67998 11.51499 0.0649 0.0150 -0.3724 0.00
C 8.89729 10.49602 17.06095 -0.2783 0.6968 0.5777 0.00
H 9.77526 14.27522 13.69172 -0.3094 0.1112 -0.2497 0.00
C 8.76760 14.24509 13.25248 0.1757 -0.1132 0.6089 0.00
H 6.71124 13.59338 15.57781 0.1211 -0.3156 -0.0361 0.00
H 12.11047 10.83968 16.07071 0.0846 0.2090 0.1976 0.01
H 12.57952 9.30181 15.38418 -0.0180 -0.1529 0.1242 0.01
H 14.61754 9.48849 12.10854 0.2690 0.3946 -0.2003 -0.01
N 11.85246 9.80377 12.31542 0.6573 -1.2032 0.4047 0.21
C 9.11975 7.56345 9.41342 -0.0342 0.2592 -0.4407 -0.05
Ru 9.85396 10.55187 12.92314 0.0978 0.1080 -0.2039 2.15
H 10.93336 11.49592 18.41112 -0.1058 0.0419 0.0666 0.00
H 9.46653 14.09599 9.01066 -0.4169 0.2611 -0.1802 0.01
C 9.25778 11.98306 17.18876 -0.5033 -1.0991 -0.4837 0.00
H 12.20344 5.83478 14.42024 0.1284 0.0367 -0.1018 0.00
H 8.78667 14.48536 12.19952 0.0741 -0.0378 -0.2272 0.00
C 14.78339 7.71769 13.16093 0.2013 -0.7856 0.1191 -0.02
H 9.60251 6.95964 14.78194 0.1404 -0.0173 0.0256 0.00
C 10.37524 12.29317 17.92976 0.7650 0.1511 0.3499 0.00
H 5.74235 11.38035 12.48257 -0.1031 -0.1900 -0.0428 0.00
H 7.81989 10.32045 16.99346 0.1425 0.0423 -0.1777 0.00
Cl 10.02019 6.20356 9.81703 0.4644 -0.8387 0.0232 -0.01
H 10.07242 7.11590 16.49585 -0.1235 -0.0699 0.0817 0.00
C 9.59820 12.48774 10.39381 -0.0154 -0.0937 0.3389 0.02
H 13.54752 10.78062 11.38305 0.2640 -0.0335 -0.0455 0.02
C 10.84017 13.59550 18.02854 0.4936 0.5574 0.0558 0.00
H 13.37561 12.71248 9.96512 -0.1541 -0.1418 0.1081 0.01
C 11.70607 11.70865 10.91143 -0.2678 0.1166 -0.0155 0.09
C 8.55839 8.30163 10.39468 -0.1964 0.4468 0.0557 0.16
H 12.01432 9.37463 17.09688 0.0639 0.0784 -0.2463 0.00
Sb 7.94730 12.32293 13.63761 0.8219 -0.3180 -0.1324 -0.05
C 11.89774 9.77714 16.08513 0.0402 -0.0477 0.1150 0.00
Cl 6.85465 11.35254 8.42276 0.0894 -0.0379 -0.1334 0.04
H 6.73845 11.88970 16.06091 0.0586 0.1174 -0.3216 0.00
C 9.44892 7.51834 15.70197 0.1171 0.1424 -0.3002 0.00
C 11.51107 13.59372 9.42146 -0.2387 -0.4748 0.1908 -0.02
H 10.50721 15.63655 17.46687 -0.2110 -0.2337 -0.0940 0.00
H 8.13242 14.95875 13.77371 0.0457 0.1220 -0.0463 0.00
H 11.75816 13.85988 18.58007 -0.6013 -0.3954 -0.2523 0.00
```
Positions in Å, forces in eV/Å.

Its spin multiplicity is 6. Its HOMO energy (spin up / spin down) is -0.450 / -0.492 hartree. Its total charge is +2. As for the expectation value of S²: 8.8525.



Calculated total energy, -4620.54900 -403.98754 -688.47956 -6795.03733 hartree (same order as the records).
Calculated energy above the lowest of the compared OMol25 structures with the same formula, charge and spin, 0.0 74.9 52.0 0.0 kcal/mol (same order as the records).